1.
Computed, not measured: a single C22H27NO6 molecule, with the ωB97M-V functional and the def2-TZVPD basis.

Element x y z (Å)
C (-3.7448, -2.7491, -2.6103)
C (-4.8002, -2.6026, -1.5168)
O (-4.4110, -1.6902, -0.5043)
C (-5.0126, -0.4259, -0.5346)
C (-4.6468, 0.4491, -1.7437)
H (-4.9723, -0.0079, -2.6798)
H (-5.1286, 1.4253, -1.6172)
O (-3.2440, 0.6214, -1.8712)
C (-2.6775, 1.5162, -1.0461)
O (-3.3025, 2.2054, -0.2634)
C (-1.2388, 1.5996, -1.1955)
C (-0.3224, 0.9291, -1.9908)
C (0.9481, 1.4667, -1.6583)
C (0.7548, 2.4346, -0.6748)
N (-0.5535, 2.5056, -0.4109)
H (-1.0221, 3.1009, 0.2555)
C (1.8335, 3.2291, -0.0433)
H (2.0032, 4.1470, -0.6171)
H (1.5631, 3.5123, 0.9759)
C (3.1191, 2.3766, -0.0489)
C (2.9959, 1.2781, 0.9824)
C (3.1702, 1.5960, 2.3220)
C (3.0236, 0.6328, 3.3024)
C (2.6977, -0.6810, 2.9899)
C (2.5193, -1.0181, 1.6361)
C (2.6762, -0.0301, 0.6664)
H (2.5372, -0.3476, -0.3535)
O (2.2076, -2.2376, 1.1185)
C (1.9096, -3.3403, 1.9435)
H (1.0598, -3.1374, 2.5986)
H (2.7683, -3.6402, 2.5477)
H (1.6517, -4.1449, 1.2548)
O (2.5513, -1.6635, 3.9406)
C (2.7210, -1.3251, 5.2930)
H (2.5503, -2.2484, 5.8453)
H (3.7351, -0.9660, 5.4971)
H (1.9947, -0.5724, 5.6172)
H (3.1731, 0.9192, 4.3309)
H (3.4301, 2.6038, 2.6118)
C (3.4044, 1.8794, -1.4674)
C (2.2711, 1.1240, -2.1525)
O (2.4954, 0.3418, -3.0535)
H (3.6177, 2.7435, -2.1058)
H (4.2915, 1.2437, -1.4774)
H (3.9522, 3.0210, 0.2561)
C (-0.5978, -0.1453, -2.9748)
H (-1.0847, -0.9841, -2.4807)
H (-1.2715, 0.2155, -3.7504)
H (0.3320, -0.4765, -3.4273)
H (-4.6706, 0.0716, 0.3761)
H (-6.1106, -0.5119, -0.5058)
H (-4.9344, -3.5684, -1.0156)
H (-5.7645, -2.3041, -1.9477)
H (-4.0783, -3.4753, -3.3474)
H (-2.8133, -3.0953, -2.1706)
H (-3.5563, -1.8004, -3.1043)

## Properties
Spin multiplicity: 1
Frontier orbital gap in eV: 8.7
Structure (SMILES): CCOCCOC(=O)c1[nH]c2c(c1C)C(=O)C[C@H](c1ccc(OC)c(OC)c1)C2

***

2.
Computed, not measured: a molecular structure, C6H9NO in a non-equilibrium geometry, with the ωB97M-V functional and the def2-TZVPD basis.

Element x y z (Å)
C (-0.2586, -0.4235, 0.0848)
C (1.9313, 1.2365, -0.4841)
C (1.6915, -0.0468, -0.3332)
C (-1.7176, -0.0261, 0.0289)
C (2.4317, -1.2683, -0.0965)
C (-2.6126, 0.6985, 1.0342)
N (-1.0120, -1.3866, 0.4270)
O (-2.3999, -0.0521, -1.1215)
H (2.9448, 1.4489, -0.7737)
H (1.2444, 1.9842, -0.5314)
H (3.1061, -1.1098, 0.7809)
H (3.1319, -1.4248, -1.0230)
H (1.6669, -1.9781, 0.2609)
H (-2.0207, 0.8989, 1.9432)
H (-3.5059, 0.0452, 1.1485)
H (-2.8198, 1.7125, 0.4761)
H (-1.8014, -0.3088, -1.8210)

## Properties
Spin multiplicity: 3
Frontier orbital gap (spin up / spin down) in eV: 5.4 / 7.4

***

We obtain E_tot values of -37026.982 -9896.697 eV for the records listed above, in that order.
We obtain energy above the lowest of the compared OMol25 structures with the same formula, charge and spin values of 277.7 373.0 kJ/mol for the records listed above, in that order.